A structure of composition C56H92Br6N9O12P3 at a distorted geometry. Source: the OMol25 dataset; level of theory: the ωB97M-V functional and the def2-TZVPD basis.

The geometry in XYZ format:
```
178
Properties=species:S:1:pos:R:3:forces:R:3:mulliken_charge:R:1
C -5.194688 -7.774853 20.510221 -0.3 0.3 -0.4 -1.26
C -4.299660 -7.339154 21.676628 -2.2 -1.4 0.9 -0.24
O -3.474214 -8.465099 21.987630 0.8 -0.4 0.3 -0.37
P -1.933355 -8.284835 22.377208 -1.1 1.4 -1.0 0.36
O -1.315602 -7.122969 21.685395 0.0 -1.3 1.0 -0.75
O -1.454789 -9.749527 22.051944 0.1 -0.1 0.8 -0.34
C -0.030054 -10.031023 22.029622 0.0 -1.6 -1.7 -0.90
C 0.619885 -10.487878 23.348182 0.5 3.3 -1.5 0.45
O -1.941099 -8.103344 23.958834 0.8 0.1 -0.6 0.57
C -2.511775 -9.051465 24.865344 0.3 0.9 0.8 -1.00
C -1.533671 -9.236036 26.029128 -0.1 0.7 -0.7 3.05
H -6.004912 -7.045958 20.357252 0.5 0.2 -0.2 0.39
H -4.582639 -7.863827 19.580164 -0.7 -0.1 0.7 0.31
H -5.800411 -8.689865 20.718304 1.1 0.3 0.0 0.27
H -3.716580 -6.466115 21.514824 0.5 0.7 -0.4 0.43
H -4.973595 -7.177975 22.564554 0.7 0.1 -0.6 0.21
H 0.057990 -10.877056 21.264598 -0.2 1.0 1.1 0.32
H 0.372283 -9.168020 21.511174 0.8 0.2 0.5 0.47
H 0.537565 -9.650869 24.089082 0.6 -0.7 -0.6 -0.67
H 0.114805 -11.299909 23.728820 -0.9 -2.1 0.8 0.44
H 1.663205 -10.725942 23.054141 -0.5 0.1 0.7 0.05
H -3.443300 -8.540136 25.184418 0.3 -0.8 0.2 0.14
H -2.713087 -9.989171 24.399591 -0.3 -0.6 -0.6 0.71
H -1.500754 -8.261303 26.515837 0.5 0.0 0.2 -0.83
H -1.966524 -9.922528 26.730302 -0.1 -0.5 0.5 -0.68
H -0.506028 -9.555303 25.724347 -1.1 0.2 0.2 -1.20
C -5.387788 -8.955694 32.417364 -0.5 -0.9 -0.1 -1.54
C -4.127822 -9.241008 31.636267 0.5 -0.2 2.0 0.14
O -3.977503 -8.162762 30.749463 0.0 0.8 -0.7 -0.17
P -3.214270 -8.323296 29.388414 0.6 -0.7 0.2 -0.75
O -1.756116 -8.114243 29.434687 0.2 -0.2 0.2 0.73
O -3.615114 -9.780205 28.957178 -0.5 -0.6 -0.6 -0.04
C -5.021031 -10.077111 28.681780 -0.2 -0.7 0.1 -0.31
C -5.114019 -11.141602 27.553016 1.1 0.7 1.8 -1.22
O -3.981089 -7.466990 28.400155 -1.3 0.2 -0.4 -0.31
C -3.836306 -6.218353 27.725107 0.6 -0.3 -0.1 0.26
C -2.961258 -5.290296 28.481214 0.7 -0.1 2.1 -1.21
H -6.186830 -8.804888 31.697921 -0.3 -0.1 0.0 0.34
H -5.654138 -9.795445 33.085848 0.1 0.4 -0.3 0.38
H -5.328572 -8.041084 32.983463 0.3 0.3 0.3 0.37
H -3.268625 -9.182270 32.332156 -0.2 -0.4 -0.3 0.16
H -4.139723 -10.230340 31.150779 0.0 0.6 0.1 0.31
H -5.484386 -10.435280 29.628268 0.4 -0.1 -0.6 0.27
H -5.618613 -9.188246 28.431395 0.7 0.0 -0.2 0.37
H -4.948991 -12.133257 27.958684 -0.2 -0.2 0.1 0.35
H -6.083983 -11.029802 27.162323 -1.2 -0.3 -0.8 0.44
H -4.348648 -10.999275 26.804334 0.0 0.4 -0.3 0.12
H -3.376860 -6.492801 26.791317 -0.1 0.3 -0.7 -0.09
H -4.853125 -5.854846 27.589305 0.1 0.2 -0.1 0.27
H -2.958565 -4.306271 28.085649 0.0 0.8 -0.7 0.74
H -3.302488 -5.192990 29.517832 -0.4 0.0 0.0 0.39
H -1.911129 -5.599376 28.656007 -0.7 -0.2 -0.8 -0.09
C -0.792685 -11.855073 28.741130 -0.3 0.3 0.3 -0.80
C 0.504137 -12.609013 28.656142 0.1 0.5 -0.9 -0.60
O 1.162269 -12.068442 27.403729 -0.6 -0.8 0.9 0.57
P 1.841057 -13.200103 26.536809 0.4 -1.2 -0.5 0.37
O 1.089923 -14.454713 26.275875 0.1 1.5 -0.3 -0.92
O 2.398661 -12.407282 25.272806 -0.5 0.2 0.4 -0.27
C 3.364566 -11.302825 25.369588 -0.8 0.2 -1.0 1.43
C 4.429703 -11.603062 24.326963 1.9 0.2 2.5 -1.64
O 3.117000 -13.533244 27.402463 -0.2 0.6 0.4 -0.12
C 3.705574 -14.815858 27.472919 1.5 0.4 0.7 -0.56
C 4.997053 -14.739702 26.690083 1.7 -1.8 0.2 -0.85
H -1.158389 -11.834315 27.713051 -0.3 0.3 0.2 0.15
H -1.543987 -12.380423 29.338245 0.2 0.0 0.1 0.60
H -0.681092 -10.832495 29.170336 -0.1 -0.7 -0.7 -0.23
H 1.180132 -12.416049 29.469340 0.4 0.2 0.3 0.09
H 0.344584 -13.690379 28.574172 0.1 0.3 -0.3 0.59
H 2.887786 -10.329660 25.112682 -0.2 -0.8 0.1 -0.23
H 3.671731 -11.202647 26.405769 0.6 -0.2 0.0 -0.07
H 5.036838 -10.733752 24.075519 0.0 0.2 0.4 0.08
H 5.119119 -12.384423 24.721382 -0.4 0.5 -0.3 0.27
H 4.089515 -11.930924 23.406276 -1.4 -0.8 -1.6 0.44
H 3.800912 -15.035252 28.530571 0.5 0.1 0.3 0.28
H 3.110150 -15.613350 27.121341 -1.1 -0.5 -0.9 0.44
H 5.490061 -15.768867 26.554416 -0.9 1.3 0.2 0.36
H 4.744982 -14.380245 25.710734 0.0 0.1 -0.6 0.20
H 5.812459 -14.103462 27.090536 -0.8 -0.1 0.1 0.18
N 6.270347 -6.008659 26.723502 0.1 0.3 -0.8 0.46
C 6.535062 -4.941272 27.506408 0.4 0.6 1.1 -1.30
C 6.985921 -5.418325 28.710712 -0.4 -1.1 0.0 -0.57
C 6.920786 -6.842708 28.655385 0.7 0.5 -1.6 -0.23
C 6.577357 -7.167379 27.338722 -0.2 0.2 1.9 -1.09
H 5.932682 -5.933770 25.790197 -0.1 0.0 -0.6 0.17
H 6.438943 -3.912436 27.221906 -0.2 0.0 -0.4 0.48
H 7.347977 -4.916043 29.575327 0.0 0.7 0.3 0.60
H 7.301763 -7.470075 29.428805 -0.1 -0.5 0.2 0.96
H 6.506730 -8.096553 26.834603 -0.2 -0.5 -0.3 0.42
N -0.604674 -6.070199 31.153334 -0.2 -0.2 -1.1 1.65
C -0.936323 -6.354064 32.422028 -0.8 -1.7 0.8 -0.34
C -0.767513 -5.305518 33.222695 0.9 1.3 0.7 -0.90
C -0.233552 -4.270783 32.417146 -0.2 -0.1 0.0 -0.77
C -0.137305 -4.709227 31.144910 -1.0 -2.4 -1.0 -0.56
H -0.971312 -6.787499 30.454295 1.1 1.7 0.4 -0.51
H -1.288431 -7.289835 32.835267 0.0 -0.3 -0.9 0.26
H -0.865347 -5.343527 34.279923 -0.2 0.2 0.6 0.43
H 0.043697 -3.312077 32.719224 0.4 1.3 0.5 0.60
H 0.199575 -4.251312 30.234615 0.1 0.2 -0.1 0.13
N 3.165981 -3.513998 29.907484 -0.4 0.5 0.1 0.42
C 3.021023 -3.241289 28.571758 0.5 -1.1 0.7 -0.70
C 2.360010 -2.079236 28.469761 -1.5 1.7 -0.3 -0.54
C 2.066847 -1.625023 29.808189 0.1 0.6 -1.8 -1.02
C 2.608273 -2.533847 30.634031 -1.4 0.4 2.1 -0.19
H 3.610794 -4.227008 30.406311 1.0 -1.7 0.1 0.32
H 3.353431 -3.945809 27.853113 0.3 -0.3 -0.6 0.52
H 1.981394 -1.622890 27.550692 0.4 -0.2 0.4 0.45
H 1.567438 -0.727197 30.096253 -0.3 0.3 0.0 0.48
H 2.312105 -2.594627 31.700287 1.1 -0.2 -0.8 0.26
N 8.411545 -8.187489 24.654196 1.1 -0.4 0.3 0.39
C 7.799933 -9.421385 24.457718 0.3 0.4 0.4 -0.35
C 7.437524 -9.483029 23.155989 -1.4 -0.9 -0.5 -0.56
C 7.792920 -8.277747 22.536091 0.1 0.1 -2.3 -0.52
C 8.466856 -7.525272 23.438970 -1.0 -1.6 0.8 -0.77
H 9.173881 -8.047890 25.338910 -0.9 -0.1 -0.3 0.05
H 7.593465 -10.146148 25.232165 0.4 0.3 0.2 0.39
H 6.840008 -10.260816 22.671788 0.4 0.2 0.3 0.51
H 7.604899 -8.110127 21.451726 0.3 0.3 1.1 0.39
H 8.948470 -6.620389 23.340617 0.9 1.7 -0.1 0.58
N 1.096878 -7.821416 28.303689 -1.7 -2.1 -0.3 2.31
C 1.771894 -8.756247 27.564270 1.5 1.7 0.0 0.60
C 3.071455 -8.246872 27.377157 -1.3 -0.3 0.1 -1.21
C 3.133821 -6.986528 28.058238 -0.2 -1.0 0.1 -0.50
C 1.881146 -6.823406 28.628621 2.0 2.7 0.7 -0.26
H 0.133393 -7.929652 28.615835 0.2 0.0 -0.1 -0.64
H 1.287008 -9.609678 27.188989 -0.4 -0.9 -0.3 -0.06
H 3.810020 -8.730998 26.756414 0.2 0.1 0.1 0.76
H 4.021902 -6.388648 28.228200 -0.2 0.0 -0.1 -0.38
H 1.584078 -6.002877 29.279486 -0.1 -0.3 -0.2 -0.14
N 0.349865 -10.435282 32.887826 -0.1 -0.2 -0.8 0.13
C 1.434826 -10.221307 33.682615 -0.3 -0.6 2.0 -0.80
C 2.465155 -9.642307 32.986039 -2.1 -0.3 -0.3 -1.13
C 1.915654 -9.474020 31.676088 1.1 0.4 -0.5 2.46
C 0.671414 -10.006311 31.591611 0.2 0.1 2.2 -0.86
H -0.471243 -10.952943 33.207908 0.6 0.5 -0.5 0.24
H 1.304639 -10.504641 34.752744 0.6 0.3 -1.0 0.37
H 3.372629 -9.308943 33.413889 0.7 0.2 0.0 0.46
H 2.387773 -8.947959 30.860536 0.0 -0.2 -0.2 -0.76
H -0.031691 -9.884430 30.830133 -1.0 -0.1 -0.9 -0.18
N -0.630615 -3.881340 27.042858 -0.2 -0.6 -0.2 0.42
C -0.995963 -4.850862 26.162261 0.8 -0.5 -0.1 -0.49
C -1.906637 -4.382467 25.305774 -0.8 1.2 -0.3 -0.04
C -2.161219 -3.051809 25.748890 -0.8 1.1 -1.0 -0.94
C -1.386029 -2.749003 26.825213 0.3 -1.5 0.0 -0.92
H -0.217268 -4.209775 27.879576 0.7 0.6 0.9 0.00
H -0.516812 -5.789338 26.079752 0.6 -0.7 0.5 0.36
H -2.304480 -4.883814 24.441210 0.0 0.0 0.0 0.65
H -2.779553 -2.333885 25.232291 -0.2 0.0 0.1 0.43
H -1.321237 -1.925596 27.489943 0.0 0.6 0.2 0.53
N 9.960630 -7.875772 27.921698 -0.5 0.6 1.6 0.15
C 11.010101 -7.522384 27.134239 -1.3 -2.2 -0.4 -0.57
C 11.376348 -8.690741 26.501870 2.5 -0.2 -0.7 -0.49
C 10.639593 -9.764914 27.072693 0.0 -0.5 -0.8 -0.54
C 9.763292 -9.212291 27.968558 -0.2 -0.7 -0.4 -0.43
H 9.408251 -7.260907 28.489653 0.0 0.4 0.0 0.18
H 11.314122 -6.534323 27.098527 0.6 1.6 -0.3 0.46
H 12.277998 -8.789694 25.823192 -1.5 0.1 0.8 0.33
H 10.680719 -10.812714 26.761776 0.1 0.5 0.3 0.39
H 9.006873 -9.696712 28.585674 0.2 0.4 -0.2 0.51
N 2.876295 -5.676479 32.739276 0.6 0.7 -0.5 0.27
C 3.604869 -6.351684 31.778872 -0.5 -0.3 1.4 0.86
C 4.825343 -5.766297 31.664916 1.2 -0.1 -1.2 0.61
C 4.904457 -4.637064 32.561881 -1.3 0.4 -1.2 -0.92
C 3.648140 -4.577654 33.123672 -0.3 -1.7 -0.1 -0.65
H 1.874274 -5.845829 32.913337 0.9 0.3 0.1 0.24
H 3.283862 -7.322325 31.458098 -0.2 0.1 -0.4 -1.04
H 5.506490 -6.129316 30.864945 -0.2 0.5 1.1 -0.22
H 5.539462 -3.738816 32.505704 0.0 -1.0 0.3 0.31
H 3.246956 -3.900550 33.810643 -0.5 1.0 0.8 0.60
C 3.018627 -6.403343 24.371062 -0.1 0.9 -0.1 1.45
Br 4.238683 -7.380749 23.227587 -0.3 0.3 0.5 0.03
Br 1.155027 -6.674731 23.957476 0.5 0.2 -0.3 0.05
Br 3.538033 -4.500163 24.588759 -0.2 -0.4 -0.5 -0.09
H 3.112241 -6.657082 25.397459 0.3 -1.0 0.5 -1.48
C 4.814254 -10.412593 29.542284 -0.5 1.4 -1.2 1.28
Br 4.124320 -12.021271 30.277197 0.1 0.0 0.0 -0.02
Br 6.249799 -10.685503 28.216425 -0.6 -0.4 0.1 -0.05
Br 5.560599 -9.206435 30.834331 -0.3 -0.1 0.5 -0.02
H 3.999297 -9.811444 29.006148 1.1 -1.1 0.8 -1.24
```
Positions in Å, forces in eV/Å.

Its HOMO energy is -8.1 eV. For the HOMO-LUMO gap, the calculation gives 8.20 eV. As for the LUMO energy: 0.1 eV.